No. 1
{
  "formula": "C35H85CaCuN5O11",
  "method": "the ωB97M-V functional and the def2-TZVPD basis",
  "total_energy_ev": -130710.818,
  "charge": 1,
  "elements": ["H", "H", "H", "H", "H", "H", "H", "C", "C", "H", "H", "O", "O", "C", "H", "C", "O", "C", "C", "H", "H", "C", "H", "N", "C", "Cu", "H", "O", "C", "C", "C", "H", "H", "C", "H", "H", "C", "H", "H", "H", "H", "H", "H", "H", "H", "O", "C", "O", "H", "H", "H", "H", "C", "H", "O", "C", "H", "H", "H", "H", "C", "C", "H", "H", "H", "N", "H", "C", "H", "N", "C", "C", "H", "H", "C", "H", "H", "H", "H", "C", "H", "H", "H", "C", "H", "H", "H", "H", "H", "H", "C", "C", "H", "H", "C", "H", "H", "H", "H", "C", "H", "H", "H", "O", "H", "C", "H", "H", "H", "H", "C", "H", "N", "H", "H", "H", "H", "H", "H", "C", "H", "Ca", "C", "C", "H", "C", "O", "H", "O", "N", "H", "H", "O", "H", "H", "C", "H", "H"],
  "positions_angstrom": [[16.126, -11.965, 2.736], [11.582, -6.333, 6.501], [12.713, -9.880, 10.907], [14.131, -9.662, 7.165], [17.402, -8.795, 3.980], [8.847, -10.573, 7.505], [18.060, -11.754, 16.020], [9.738, -9.945, 7.562], [14.116, -12.356, 3.635], [11.903, -19.701, 10.939], [18.419, -7.298, 7.186], [16.575, -5.250, 8.800], [15.633, -11.529, 5.274], [13.013, -14.628, 4.184], [19.240, -11.121, 12.471], [17.800, -11.467, 13.865], [17.069, -7.640, 5.701], [12.983, -6.144, 2.556], [11.044, -11.279, 6.068], [12.195, -15.299, 3.924], [10.058, -6.703, 5.940], [14.405, -13.097, 7.384], [17.685, -12.514, 13.547], [15.000, -6.226, 4.238], [10.007, -5.339, 7.654], [12.645, -6.408, 8.530], [11.559, -3.276, 9.702], [10.238, -10.083, 6.212], [14.496, -8.834, 7.797], [10.683, -3.784, 9.308], [17.197, -6.217, 9.587], [12.289, -9.636, 12.676], [16.595, -13.841, 5.724], [19.442, -13.649, 16.019], [11.257, -8.387, 7.128], [12.197, -18.205, 11.870], [12.982, -13.354, 3.380], [17.432, -9.437, 9.807], [13.021, -13.536, 2.305], [9.691, -4.537, 6.985], [16.827, -11.136, 14.234], [18.399, -14.005, 15.993], [20.833, -10.188, 8.827], [11.832, -14.106, 9.754], [19.888, -14.624, 15.806], [11.953, -18.007, 9.810], [15.283, -12.655, 2.705], [14.201, -7.595, 7.234], [13.984, -9.021, 8.750], [16.557, -10.162, 12.035], [11.828, -3.910, 2.521], [17.058, -6.058, 10.665], [13.552, -6.321, 3.969], [13.755, -12.227, 7.480], [19.560, -12.712, 14.978], [17.009, -7.824, 4.292], [10.025, -4.085, 10.129], [19.681, -13.393, 17.052], [19.798, -8.794, 8.742], [14.428, -10.191, 3.261], [12.622, -16.806, 9.505], [11.980, -10.035, 11.705], [13.402, -6.891, 1.881], [18.383, -8.682, 11.081], [11.072, -13.537, 11.584], [12.553, -14.383, 10.407], [16.782, -7.216, 9.366], [13.616, -10.918, 3.319], [19.160, -10.304, 8.109], [14.426, -12.284, 5.080], [15.683, -14.434, 5.588], [10.565, -6.508, 6.890], [12.061, -12.786, 3.554], [9.147, -5.669, 8.245], [12.150, -13.715, 11.663], [14.082, -13.947, 7.982], [15.479, -5.514, 3.688], [13.553, -12.083, 11.054], [12.104, -11.051, 6.174], [13.188, -14.307, 5.652], [18.552, -8.934, 6.614], [11.534, -16.146, 11.040], [13.444, -3.317, 3.062], [15.609, -7.523, 3.825], [19.270, -10.694, 15.216], [14.915, -12.416, 1.700], [15.586, -13.700, 2.717], [13.052, -10.947, 2.382], [13.302, -12.024, 12.633], [13.019, -15.165, 6.304], [18.333, -7.917, 6.289], [12.527, -15.824, 10.685], [13.112, -7.193, 4.452], [15.308, -10.754, 5.744], [12.716, -12.290, 11.734], [15.863, -15.251, 6.289], [10.117, -3.065, 8.708], [15.365, -12.770, 7.793], [13.104, -5.498, 4.544], [12.396, -18.726, 10.934], [17.272, -11.492, 11.152], [14.870, -8.258, 4.148], [12.191, -16.351, 8.611], [19.334, -10.312, 10.156], [13.893, -15.130, 3.766], [19.791, -9.880, 8.897], [13.426, -19.102, 10.879], [15.575, -8.981, 7.926], [9.077, -8.437, 8.805], [13.209, -16.088, 11.491], [9.430, -8.442, 7.764], [12.344, -13.659, 5.928], [18.374, -10.698, 12.784], [15.614, -7.614, 2.733], [12.964, -3.104, 1.362], [11.048, -9.565, 11.379], [12.910, -10.490, 4.034], [13.650, -16.991, 9.168], [17.709, -7.151, 3.774], [17.508, -10.533, 11.641], [15.754, -14.829, 4.579], [15.688, -5.873, 6.550], [12.869, -3.745, 2.236], [18.657, -11.592, 15.124], [12.288, -14.281, 12.579], [14.500, -13.503, 5.899], [13.453, -4.992, 1.860], [10.708, -12.011, 6.804], [11.033, -4.941, 8.570], [10.742, -7.730, 7.714], [10.824, -11.641, 5.066], [10.444, -10.302, 8.312], [11.605, -11.386, 11.849], [11.897, -6.230, 2.615], [8.528, -8.037, 7.307], [18.172, -9.636, 10.588], [18.280, -6.255, 9.396], [19.226, -7.638, 5.720]],
  "forces_ev_per_a": [[0.16, -0.25, 0.84], [0.03, 0.77, 0.23], [0.24, -0.04, 0.21], [0.06, 0.03, -0.21], [-0.66, -0.37, 0.24], [-0.24, 0.17, 0.97], [-0.20, 0.17, -0.05], [-0.97, 0.68, -2.12], [0.38, 1.18, 0.90], [-0.72, 0.37, 0.01], [-0.29, -0.07, 0.11], [-0.73, -0.25, -1.89], [-0.24, -0.06, -0.17], [1.07, -0.33, -0.85], [0.06, -0.03, 0.20], [0.11, -1.39, 0.59], [0.40, -0.09, -0.16], [1.91, -0.27, -0.81], [-1.00, 0.82, -0.18], [-0.28, 0.24, 0.28], [-0.70, -0.03, 0.28], [1.15, 0.17, -0.33], [-0.46, -0.09, 0.01], [0.81, -1.04, -0.67], [0.23, -0.86, 0.34], [0.43, -0.70, -0.63], [0.15, -0.30, -0.06], [1.12, -0.18, 0.67], [-0.18, -0.52, -0.12], [-0.64, 0.29, 0.72], [-0.39, 0.10, -0.60], [0.29, 0.22, -0.22], [0.01, 0.10, -0.18], [-1.80, -1.58, -0.41], [0.49, 0.40, -0.05], [0.13, -0.03, 0.09], [-0.84, 1.17, -0.26], [0.25, -0.18, -0.41], [-0.20, -0.23, 0.02], [0.24, 0.21, 0.09], [-0.11, 0.55, -0.69], [-0.24, 0.36, 0.55], [-0.12, -0.29, -0.30], [0.09, -0.50, -0.37], [0.96, 0.55, -0.43], [-0.22, -0.08, -0.56], [-0.09, 0.41, -1.02], [-0.63, 2.06, 0.27], [0.25, 0.16, 0.18], [0.01, 0.44, -0.38], [-0.07, 0.32, -0.03], [0.01, 0.10, 0.04], [-1.05, 2.04, 0.65], [-0.39, -0.26, 0.07], [0.57, 0.38, 0.47], [0.44, 0.65, -0.33], [0.12, 0.12, 0.10], [0.30, 0.70, -0.19], [-0.19, 0.13, 0.46], [0.19, -0.23, -0.29], [1.15, 0.68, -0.03], [-1.05, -0.17, -0.04], [-0.50, -0.63, 0.25], [0.41, 0.13, -0.22], [-0.09, -0.12, 0.41], [0.68, -0.74, 1.16], [0.17, -0.25, 0.18], [-0.44, -0.11, -0.56], [0.20, -0.24, -0.11], [-0.04, -0.46, 0.34], [1.47, 0.95, 0.57], [1.22, -0.78, -0.92], [-0.15, -0.29, 0.08], [-0.16, 0.09, -0.09], [-0.40, 1.60, -0.84], [-0.19, 0.17, 0.11], [-0.67, 0.22, -0.32], [-1.05, 0.16, -1.31], [0.06, -0.14, 0.07], [-0.82, 0.80, -0.52], [-0.91, -0.31, -0.33], [-0.13, 0.40, 0.48], [-0.24, 0.21, 0.09], [-0.69, -0.75, -0.65], [-0.08, 0.09, 0.29], [-0.18, -0.48, -0.08], [0.20, 0.07, 0.05], [0.34, 0.18, -0.22], [-0.16, -0.98, 0.52], [0.79, -0.18, -0.01], [1.35, 0.56, 1.13], [-1.36, -0.83, -0.67], [0.44, -0.32, -0.12], [0.10, 0.05, 0.13], [0.67, 0.46, 2.41], [-0.70, -0.08, 0.09], [0.17, -0.12, -0.25], [0.12, -0.10, -0.11], [-0.04, 0.11, 0.04], [0.27, -0.97, -0.07], [-0.01, -0.10, -0.04], [0.44, -0.30, 0.31], [-0.64, -0.20, 0.14], [-0.24, 0.62, -0.20], [0.02, -0.44, 0.49], [0.27, 0.03, 0.07], [0.41, 0.90, -0.10], [-0.01, -0.04, 0.19], [0.18, 0.16, 0.18], [0.34, 0.32, -0.16], [0.17, -1.72, 3.16], [0.06, 0.19, -0.01], [0.27, 0.62, 0.39], [0.05, 0.09, -0.02], [-0.21, 0.13, 0.12], [0.20, 0.45, 0.22], [0.04, -0.52, 0.34], [0.23, -0.21, 0.41], [0.00, 0.38, 0.35], [0.00, -0.37, -0.11], [-0.39, 0.01, -0.01], [0.14, -0.87, 2.91], [0.49, -0.68, 0.02], [1.03, -0.26, -0.68], [0.50, -0.23, -0.21], [-1.06, -1.57, 0.34], [-0.43, 0.05, 0.57], [0.21, -0.21, -0.05], [0.51, 0.18, -0.68], [-1.52, 0.37, -1.29], [0.25, -0.19, 0.02], [0.10, 0.06, 0.01], [0.66, -0.42, -1.55], [-0.10, 0.16, -0.13], [0.63, 0.12, -1.21], [-0.98, -0.34, 1.28], [0.12, -0.11, 0.15], [-0.49, 0.25, -0.73]]
}

No. 2
{
  "formula": "C24H60N5O11",
  "method": "the ωB97M-V functional and the def2-TZVPD basis",
  "de_lowest_kcal_mol": 7.0,
  "charge": -1,
  "elements": ["C", "H", "C", "C", "H", "O", "H", "N", "O", "H", "H", "O", "H", "H", "O", "H", "C", "C", "H", "H", "H", "H", "H", "H", "O", "H", "C", "H", "H", "H", "H", "C", "C", "C", "C", "C", "H", "O", "C", "H", "H", "H", "C", "H", "H", "H", "H", "C", "O", "H", "H", "H", "H", "H", "H", "C", "H", "N", "N", "C", "H", "H", "H", "O", "H", "O", "H", "C", "H", "H", "H", "H", "H", "H", "H", "H", "H", "H", "C", "N", "C", "H", "N", "C", "H", "O", "H", "H", "C", "O", "H", "H", "H", "H", "H", "C", "H", "C", "H", "C"],
  "positions_angstrom": [[1.530, -1.506, -8.124], [6.238, -1.635, -3.236], [5.180, -1.760, -2.962], [-4.225, -1.271, 0.276], [-5.096, 2.957, 0.027], [-2.978, -1.204, 0.917], [6.087, 0.510, -2.621], [1.146, -3.444, -4.249], [0.593, 0.971, 4.008], [-1.344, 3.040, -4.610], [2.876, 2.006, -1.823], [-1.613, 1.105, -0.555], [-1.470, 1.434, -4.090], [-5.489, -0.037, 2.287], [0.430, 2.232, -3.886], [-2.245, 1.222, 6.609], [-2.293, -2.431, 0.793], [-4.847, 3.001, 1.098], [-2.193, -2.755, -0.251], [2.083, -2.278, -8.678], [-2.721, 3.409, -0.545], [1.097, -5.020, -5.692], [4.755, -2.557, -3.562], [-0.930, -1.303, 8.565], [-2.045, 0.389, 8.764], [-6.654, 1.860, 1.375], [-2.758, 3.747, 0.494], [3.004, 4.080, -2.844], [0.777, 3.202, -2.110], [-1.280, -2.278, 1.157], [-0.335, -3.035, -6.377], [4.526, 1.839, -2.934], [2.439, -1.878, -0.420], [2.561, 3.211, -3.359], [1.061, 3.258, -3.169], [-4.898, 0.082, 0.331], [2.501, -3.965, -5.825], [-3.481, 2.907, 1.357], [0.843, 1.288, 5.353], [2.638, 1.271, 3.479], [1.612, 0.601, 2.273], [0.595, -1.296, -8.648], [1.709, -3.554, -1.850], [0.659, 4.221, -3.525], [2.042, -0.411, 3.692], [1.204, 0.394, 5.879], [-4.361, 0.710, -0.380], [5.001, 0.484, -2.427], [-0.102, 0.082, 0.608], [-3.168, 4.765, 0.532], [0.227, -3.824, -4.026], [-5.267, 3.963, 1.428], [1.572, 2.104, 5.386], [-4.854, -2.076, 0.692], [1.536, -1.957, 0.198], [-0.946, -0.281, 8.159], [-2.094, -1.148, 6.558], [-1.556, 0.825, 5.970], [-0.474, 0.565, -0.500], [-0.451, 1.792, 6.012], [3.040, -4.158, -3.454], [0.645, -3.743, -7.605], [-5.930, -0.017, -0.053], [1.348, -1.925, -6.792], [0.646, -3.552, -1.578], [0.235, 0.431, -1.518], [4.898, 2.081, -3.926], [-1.279, -0.435, 6.665], [1.774, -5.212, -3.149], [3.129, -2.593, 0.057], [-1.317, 2.670, -2.841], [-1.726, 3.786, 0.838], [-1.043, 1.519, 10.154], [5.235, -2.061, -1.906], [2.878, 3.290, -4.401], [-4.032, -1.558, -0.767], [2.186, -0.638, -8.103], [4.878, 0.342, -1.348], [1.968, -4.124, -3.243], [-4.958, 0.586, 1.691], [-0.960, 2.362, -3.826], [-2.859, -3.196, 1.338], [3.068, 1.934, -2.821], [-5.619, 1.874, 1.772], [-5.825, 2.137, 2.817], [2.183, -2.231, -1.765], [-0.390, -0.924, 6.251], [-1.473, -0.200, 10.637], [0.718, -3.182, -6.664], [4.394, -0.605, -3.086], [-2.711, 1.047, 10.578], [-0.682, 2.733, 5.518], [2.765, -0.843, -0.438], [5.019, 2.492, -2.188], [0.027, 0.176, 8.346], [-1.779, 0.715, 10.125], [2.242, -4.222, -1.157], [1.780, 0.596, 3.351], [-0.264, 2.000, 7.074], [1.438, -3.975, -5.581]],
  "forces_ev_per_a": [[0.56, -0.43, 0.19], [-0.08, 0.36, -0.41], [0.10, -0.07, 0.69], [0.54, -0.15, -0.20], [0.50, -0.04, -0.17], [-0.12, -0.43, -0.06], [0.06, -0.34, 0.10], [0.67, -1.29, -0.13], [0.21, 0.58, 0.11], [0.27, 0.50, 0.24], [-0.29, -0.63, -0.06], [0.82, 0.13, -0.42], [0.51, -0.35, 0.37], [0.23, -0.34, -0.14], [0.17, -0.06, -0.18], [-0.34, 0.24, -0.64], [-0.13, 0.46, -0.07], [-0.71, -0.31, -0.25], [-0.17, 0.09, -0.12], [-0.15, -0.04, -0.16], [-0.27, -0.26, 0.05], [0.15, -0.09, 0.11], [-0.19, 0.02, 0.03], [0.34, 0.02, 0.14], [0.39, 0.45, 0.38], [0.11, 0.05, -0.53], [0.47, 0.40, 0.15], [-0.03, 0.09, 0.05], [0.22, -0.21, 0.14], [-0.09, -0.03, 0.31], [0.06, 0.08, 0.17], [-0.77, -0.51, 1.70], [-0.72, -0.30, 0.00], [0.17, -0.67, 0.37], [-0.43, 0.34, -0.51], [-0.45, -0.60, -0.05], [0.10, 0.17, 0.33], [-0.24, 0.11, -0.26], [-0.94, 0.07, -0.05], [-0.18, 0.16, 0.60], [-0.45, -0.33, 0.08], [-0.08, 0.13, 0.05], [0.53, 0.33, -0.40], [0.22, 0.18, -0.02], [0.35, -0.04, -0.15], [0.37, 0.11, 0.09], [0.19, 0.45, 0.58], [0.42, -0.24, -0.81], [0.27, 0.38, -0.54], [-0.03, 0.12, -0.06], [-0.25, 0.69, -0.11], [0.08, 0.09, 0.15], [0.25, -0.12, 0.34], [-0.06, 0.04, 0.30], [-0.16, 0.40, -0.20], [-1.20, -0.96, -0.38], [-0.26, 0.27, -0.11], [-0.53, -0.05, 0.54], [-0.79, -0.78, 0.53], [0.67, -0.76, 0.16], [-0.01, 0.84, -0.23], [0.53, 0.07, -0.09], [0.04, -0.14, -0.32], [-0.08, 0.01, -0.48], [-0.14, -0.27, -0.13], [-0.22, 0.42, 0.49], [-0.17, -0.19, -0.16], [1.52, 0.19, 0.16], [-0.47, 0.01, -0.24], [0.51, 0.29, -0.25], [0.04, -0.07, 0.06], [-0.03, -0.14, 0.10], [0.23, -0.10, 0.37], [-0.27, -0.27, 0.03], [-0.35, -0.07, -0.12], [-0.31, 0.11, -0.20], [-0.27, 0.22, 0.04], [-0.19, 0.34, 0.15], [-0.28, -0.29, 0.85], [-0.16, 0.76, 0.00], [-0.82, -0.11, -0.57], [0.29, -0.27, 0.12], [0.62, 1.19, -0.23], [-0.33, 0.23, 0.67], [0.59, -0.21, 0.14], [0.41, -0.71, 0.26], [-0.22, 0.01, -0.32], [0.36, 0.17, 0.27], [-0.39, 0.22, 0.53], [0.75, 0.24, -0.56], [-0.02, 0.13, -0.07], [-0.58, -0.12, -0.07], [0.14, -0.05, 0.23], [0.13, 0.53, -0.45], [-0.08, 0.38, 0.08], [-0.50, -0.36, -0.82], [-0.02, 0.12, 0.22], [-0.01, -0.35, -0.62], [0.55, 0.39, -0.06], [-0.70, -0.21, -0.63]]
}